Record 1
C7H8N2O | ωB97M-V/def2-TZVPD

Geometry as XYZ:
```
18
Properties=species:S:1:pos:R:3
O 2.5430 1.0307 1.4461
N -1.0973 0.1125 0.4788
N -1.8723 -0.6541 1.2714
C 3.1328 0.8689 0.4472
C -3.0172 -0.8727 0.6847
C 0.2531 0.2478 0.5975
C -1.8267 0.4964 -0.6320
C 2.5786 -0.2769 -0.6684
C -3.0329 -0.1628 -0.5734
C 1.1139 -0.4919 -0.0771
H -1.4947 1.2931 -1.1926
H 3.0261 -1.1620 -0.9341
H 2.1272 0.1800 -1.5547
H 4.3115 1.1090 0.5660
H 1.0845 -1.4334 -0.4609
H -3.9040 -1.3361 1.0357
H -3.9426 -0.1992 -1.1506
H 0.0172 1.2507 0.7165
```

For the HOMO energy, the calculation gives -8.82 eV. The energy relative to the best compared isomer or geometry (same formula, charge and spin) is 147.9 kcal/mol. The value obtained for the energy is -456.0586 a.u. Its SMILES is O=CC/C=C/n1cccn1.

---

Record 2
C7H8N2O2 | ωB97M-V/def2-TZVPD

Geometry as XYZ:
```
19
Properties=species:S:1:pos:R:3
O -3.0389 0.5345 0.8414
O -3.2682 -1.4704 -0.1717
N -1.3168 1.9387 -0.4236
N 0.7344 0.9689 -0.0250
C -0.3741 -1.6632 -0.1649
C -1.0895 -0.4741 -0.1655
C -0.5094 0.7811 -0.2636
C 1.4745 -0.1772 0.0494
C -2.5749 -0.5166 0.0611
C 1.0570 -1.5636 -0.1686
C 3.0296 0.0710 0.3345
H -1.9508 2.0453 -1.1576
H 1.8786 -2.2874 0.0261
H -2.7418 1.4177 0.5302
H 3.2405 1.0866 0.6121
H 3.4407 -0.5315 1.2322
H 3.5576 -0.2218 -0.6340
H -0.8029 -2.6842 -0.1539
H -0.7458 2.7462 -0.3586
```

For the HOMO energy, the calculation gives -9.18 eV. The energy relative to the best compared isomer or geometry (same formula, charge and spin) is 23.4 kcal/mol. The value obtained for the energy is -531.5217 a.u. Its SMILES is Cc1ccc(C(=O)O)c(N)n1.

---

Record 3
C7H8N2O2 | ωB97M-V/def2-TZVPD

Geometry as XYZ:
```
19
Properties=species:S:1:pos:R:3
O -1.1892 0.9591 -0.0755
O -1.1832 -0.8329 -2.6695
N 2.0427 -1.1619 1.4965
N 1.3375 -1.5593 0.3974
C -0.2717 0.1536 -2.2667
C 0.7574 0.5348 1.0121
C -0.1969 1.5660 0.7781
C 0.5318 -0.5599 0.1986
C 1.7395 0.0460 1.9022
C -1.5295 -1.1902 -1.3591
C -0.6090 -0.0944 -0.7918
H 0.9462 -0.0439 -2.4373
H -1.3575 -2.2727 -1.0481
H -0.6965 2.0186 1.6049
H 2.8306 -1.6079 1.8410
H -2.6223 -1.0375 -1.1644
H -0.5515 1.1249 -2.6731
H 0.1655 2.4668 0.3452
H 2.3957 0.4284 2.7376
```

For the HOMO energy, the calculation gives -9.11 eV. The energy relative to the best compared isomer or geometry (same formula, charge and spin) is 93.5 kcal/mol. The value obtained for the energy is -531.4101 a.u. Its SMILES is c1[nH]nc2c1COC21COC1.

---

Record 4
C7H8N2O2S2 | ωB97M-V/def2-TZVPD

Geometry as XYZ:
```
21
Properties=species:S:1:pos:R:3
S -2.5211 1.6973 -0.1395
S 1.3325 -1.4919 0.0144
O 2.7235 2.2365 -0.0832
O 0.2610 2.3451 0.1836
N -1.5808 -0.6847 0.1292
N -3.3128 -2.1676 0.1833
C 1.4959 0.2301 -0.0382
C -1.2171 0.5569 0.1009
C -2.9628 -0.8563 0.0813
C -3.6092 0.3566 -0.1090
C 0.1282 1.1381 0.1280
C 3.8859 -0.0202 0.0246
C 2.6707 0.8728 0.0649
H 3.7499 -0.8977 0.7162
H 1.8623 2.6948 -0.0351
H -2.9899 -2.7646 -0.5109
H 4.7672 0.5729 0.3131
H 0.1072 -1.6752 -0.4208
H -4.6284 0.4257 0.0388
H 4.1488 -0.3120 -1.0872
H -4.3108 -2.2565 0.4456
```

For the HOMO energy, the calculation gives -7.81 eV. The energy relative to the best compared isomer or geometry (same formula, charge and spin) is 5.1 kcal/mol. The value obtained for the energy is -1327.8504 a.u. Its SMILES is C/C(O)=C(\S)C(=O)c1nc(N)cs1.

---

Record 5
C7H8N2O3 | ωB97M-V/def2-TZVPD

Geometry as XYZ:
```
20
Properties=species:S:1:pos:R:3
O 0.1283 2.3541 -2.0102
O -2.8894 2.6532 1.1057
O -1.5112 0.8286 1.2382
N 1.1343 -0.2156 -1.1309
N -1.2935 2.5900 -0.3725
C -0.3421 1.8683 -1.0048
C 0.6064 -2.1645 0.3186
C -1.9386 2.0195 0.6973
C -0.1306 -1.1987 1.2595
C 0.1144 0.5725 -0.5228
C 1.6745 -1.4208 -0.5211
C -0.5316 0.0974 0.5958
H -1.7013 3.3984 -0.8303
H 1.1402 -2.9007 0.9275
H -1.0066 -1.7224 1.6645
H 1.5008 0.0891 -2.0236
H -0.1117 -2.6485 -0.3169
H 2.0935 -2.1154 -1.2670
H 0.5469 -0.9236 2.0775
H 2.5171 -1.1609 0.1154
```

For the HOMO energy, the calculation gives -8.17 eV. The energy relative to the best compared isomer or geometry (same formula, charge and spin) is 0.0 kcal/mol. The value obtained for the energy is -606.7914 a.u. Its SMILES is O=c1[nH]c(=O)c2c(o1)CCCN2.

---

Record 6
C7H8N2O3 | ωB97M-V/def2-TZVPD

Geometry as XYZ:
```
20
Properties=species:S:1:pos:R:3
O 1.9414 1.4851 1.0632
O 0.0998 -0.4708 -2.8955
O -1.1317 -2.0186 0.0161
N 0.4021 -0.6016 2.1848
N 0.0826 -1.3332 -0.1389
C 0.9604 0.4499 -3.3624
C 0.2141 -0.2406 -1.5827
C 1.5692 1.1231 -2.3510
C 1.0886 0.7027 -1.1210
C 0.5666 -0.4486 0.7918
C -2.2437 -1.1716 0.4958
C 1.2525 0.5906 0.2332
H 2.8014 1.7865 0.7045
H 1.2628 0.2143 -4.4536
H -2.0244 -0.6489 1.3187
H 0.4051 -1.4168 2.6890
H -2.4997 -0.5602 -0.4247
H 1.0197 0.0372 2.5678
H 2.2244 1.9990 -2.3092
H -3.0834 -1.8150 0.4688
```

For the HOMO energy, the calculation gives -7.19 eV. The energy relative to the best compared isomer or geometry (same formula, charge and spin) is 160.5 kcal/mol. The value obtained for the energy is -606.5356 a.u.

---

Record 7
C7H8N2O4 | ωB97M-V/def2-TZVPD

Geometry as XYZ:
```
21
Properties=species:S:1:pos:R:3
O -2.0969 0.9772 -0.1952
O -1.7979 1.3085 2.0671
O -1.9024 0.4432 -2.3779
O -0.6075 -3.2014 0.7981
N 0.0589 -1.1467 1.4428
N -0.2209 -1.5167 -0.7528
C 0.0011 -0.1571 -0.8778
C -1.4231 0.4899 -1.2372
C 1.0566 0.3391 -1.8217
C -1.3876 0.8676 0.9996
C 0.0101 0.2579 0.8590
C 1.1837 1.1093 1.4023
C -0.3148 -2.0932 0.4910
H -0.6300 -1.9578 -1.5301
H 2.0632 0.6650 0.9181
H 1.2111 2.1948 1.2207
H 1.1572 1.1426 2.4827
H 0.9093 -0.0873 -2.7930
H 2.1377 0.2115 -1.4334
H -0.4515 -1.3146 2.2531
H 1.0436 1.4683 -1.9155
```

For the HOMO energy, the calculation gives -10.30 eV. The energy relative to the best compared isomer or geometry (same formula, charge and spin) is 0.0 kcal/mol. The value obtained for the energy is -682.0313 a.u. Its SMILES is C[C@@]12NC(=O)N[C@]1(C)C(=O)OC2=O.

---

Record 8
C7H8N2O4 | ωB97M-V/def2-TZVPD

Geometry as XYZ:
```
21
Properties=species:S:1:pos:R:3
O -1.6129 -0.7698 -1.0753
O -3.0895 0.5712 1.0878
O -2.2758 2.0879 -0.2382
O -0.7280 -2.1693 0.4286
N -2.2857 0.9944 0.2788
N 0.0288 0.9887 -0.6302
C -0.9755 -1.9731 -0.9050
C -1.0594 0.0611 -0.1294
C 0.7667 -0.6901 1.3319
C 1.3949 1.1679 -0.1797
C 1.7027 0.1178 0.7715
C -0.6517 -0.8788 0.9303
C 2.4919 1.8769 -0.6739
H -0.3148 1.6648 -1.2852
H 0.1581 -1.8849 -1.2871
H 2.2609 2.2671 -1.6394
H 2.6732 -0.0904 1.2535
H -1.6905 -2.6702 -1.3276
H 3.4892 1.5936 -0.5540
H -1.4121 -0.7232 1.7936
H 1.1294 -1.5416 2.0488
```

For the HOMO energy (spin up / spin down), the calculation gives -5.87 / -9.59 eV. The spin multiplicity is 3. The energy relative to the best compared isomer or geometry (same formula, charge and spin) is 94.1 kcal/mol. The value obtained for the energy is -681.6947 a.u.